Entry 1:
Molecular formula: C15H17B2F4N5O4SSr
Method: DFT, ωB97M-V with the def2-TZVPD basis set

```
49
Properties=species:S:1:pos:R:3
Sr 0.1826 -0.3005 -0.4337
S -2.7908 -1.7078 -4.4644
F 2.4619 -1.9040 2.5002
F 1.3021 4.3963 0.7544
F 2.1429 2.5116 1.7715
F 2.1082 -4.1373 2.0813
O -0.2829 -2.3343 1.9302
O -0.1198 2.6390 1.1566
O 2.0805 2.1208 -1.0364
O 2.4162 -2.7207 0.2984
N 2.6147 1.0298 -0.8964
N -1.5505 -0.8868 -2.3673
N 2.4744 -1.3970 -0.1434
N -0.2488 1.2921 1.5012
N -0.5014 -1.1538 2.1604
C -1.4424 -1.6371 -3.4324
C -1.5666 2.1428 3.3930
C -4.5472 1.1035 -1.4684
C -2.8119 -0.2892 -2.3337
C 4.6910 -1.9922 -1.0638
C -5.3660 0.7541 -2.5541
C -3.2767 0.5893 -1.3500
C -0.9439 1.0800 2.5594
C 3.5524 -1.0850 -0.7660
C -1.8079 -0.8031 4.1920
C -1.1013 -0.3553 2.9512
C 3.6164 0.3274 -1.2578
C -3.6324 -0.6240 -3.4104
C 4.7709 0.9016 -2.0182
C -4.9236 -0.1071 -3.5326
B 2.3246 -2.9204 1.6653
B 1.1472 3.1913 1.2288
H -2.8864 -0.6723 4.0890
H 4.5459 -2.9766 -0.6349
H -4.9229 1.7894 -0.7218
H -2.6531 0.8789 -0.5068
H 4.6203 1.9666 -2.1757
H 5.6238 -1.5636 -0.6943
H 5.6964 0.7615 -1.4593
H -6.3606 1.1716 -2.6253
H 4.8780 0.4117 -2.9870
H -2.4796 1.7837 3.8626
H -1.6013 -1.8536 4.3817
H -1.4686 -0.2189 5.0473
H -5.5559 -0.3710 -4.3690
H -1.7739 3.0270 2.7974
H -0.8780 2.4277 4.1946
H 4.7941 -2.0841 -2.1478
H -0.5498 -2.2017 -3.6654
```

As for the multiplicity: 1. The HOMO energy (spin up / spin down) comes out at -14.44 / -14.44 eV. The net charge is +2. The gap between HOMO and LUMO (spin up / spin down) is 6.70 / 6.70 eV. The LUMO energy (spin up / spin down) comes out at -0.2843 / -0.2844 hartree. The largest force on an atom comes out at 0.8 eV Å⁻¹.

***

Entry 2:
Molecular formula: C3H7INO
Method: DFT, ωB97M-V with the def2-TZVPD basis set

```
13
Properties=species:S:1:pos:R:3
I 2.7541 -0.4744 -0.8414
O -0.3191 -1.8858 0.8727
N 0.3823 1.3759 -0.8273
C 0.6351 -0.0855 -0.6533
C -1.3600 -0.9531 0.9566
C 0.0438 -0.5639 0.8280
H 0.8888 1.9134 -0.1061
H -0.6251 1.5926 -0.7512
H 0.6247 -0.1769 1.6568
H 0.1046 -0.6522 -1.4195
H -2.0253 -0.9099 0.1028
H -1.8312 -0.8712 1.9290
H 0.7275 1.6909 -1.7470
```

As for the multiplicity: 1. The HOMO energy comes out at -14.09 eV. The SMILES is [NH3+][C@@H](I)[C@H]1CO1. The net charge is +1. The gap between HOMO and LUMO is 10.01 eV. The LUMO energy comes out at -0.1498 hartree. The largest force on an atom comes out at 3.1 eV Å⁻¹.

***

Entry 3:
Molecular formula: C2H6NS
Method: DFT, ωB97M-V with the def2-TZVPD basis set

```
10
Properties=species:S:1:pos:R:3
S -1.5012 1.5116 -0.7610
N 0.8842 -1.1649 0.0384
C -0.0726 -0.7648 1.0665
C 1.2257 -0.2371 -0.7568
H -1.0834 -0.6883 0.6602
H -2.3452 2.3585 -1.3740
H 1.9053 -0.5374 -1.5571
H 0.9470 0.8125 -0.6834
H -0.0560 -1.5139 1.8646
H 0.0963 0.2239 1.5025
```

As for the multiplicity: 1. The HOMO energy comes out at -2.73 eV. The net charge is -1. The gap between HOMO and LUMO is 7.14 eV. The LUMO energy comes out at 0.1619 hartree. The largest force on an atom comes out at 1.0 eV Å⁻¹.

***

Entry 4:
Molecular formula: C15H25AlBr2NO6
Method: DFT, ωB97M-V with the def2-TZVPD basis set

```
50
Properties=species:S:1:pos:R:3
Br -0.7718 -1.5654 0.2680
Br 1.4584 -2.3016 2.0885
Al 1.4805 -3.9052 -0.9148
O 1.9116 -5.0421 -2.2865
O 2.8925 0.5993 2.6202
O 0.9144 -2.3699 -1.7138
O 1.2246 -0.1609 -1.2834
O 2.8141 -2.9133 -0.1925
O 3.0026 2.8009 2.9822
N 0.3783 -6.8773 -2.7014
C -0.5782 2.6834 -2.0643
C 2.6972 0.5928 1.1800
C 3.2001 -0.6780 0.5122
C -3.1447 1.6025 0.0827
C -2.1702 0.7018 -2.1321
C 1.0894 -5.9961 -2.5051
C 1.0882 1.7186 3.8399
C 0.9913 -1.4098 -0.7974
C 2.4096 1.7660 3.1232
C 0.3127 0.3435 -2.2596
C -4.5058 0.1033 -1.3999
C -3.4142 1.2207 -1.3780
C 2.2023 -1.7896 0.2331
C -0.8151 1.2306 -1.6661
C 0.9258 0.4403 4.6745
H 0.3920 2.9965 -1.6803
H -5.3939 0.4226 -1.9419
H -0.6793 1.1600 -0.5914
H -2.2671 1.0133 -3.1776
H 0.2904 1.7617 3.0961
H -4.7973 -0.1721 -0.3905
H -2.7951 2.6325 0.1410
H 0.0291 0.4980 5.2840
H 0.8683 -0.4060 4.0048
H 0.5398 -4.7029 0.0460
H -0.0798 -0.4428 -2.8982
H 3.2858 1.4225 0.7943
H -2.1469 -0.3818 -2.1394
H -4.1438 -0.8082 -1.8687
H -1.3010 3.3255 -1.5593
H 1.6449 0.7643 0.9595
H 1.8001 0.3210 5.3097
H 0.9100 0.9882 -2.9028
H -2.3972 0.9497 0.5246
H -4.0375 1.4952 0.6920
H 3.9951 -1.1167 1.1089
H -3.8660 2.0577 -1.9055
H -0.6467 2.8486 -3.1370
H 0.9898 2.6091 4.4509
H 3.6428 -0.4047 -0.4448
```

As for the multiplicity: 1. The HOMO energy comes out at -5.79 eV. The net charge is -1. The gap between HOMO and LUMO is 8.40 eV. The LUMO energy comes out at 0.0958 hartree. The largest force on an atom comes out at 1.6 eV Å⁻¹.

***

Entry 5:
Molecular formula: C2H8N2O3
Method: DFT, ωB97M-V with the def2-TZVPD basis set

```
15
Properties=species:S:1:pos:R:3
O 1.0741 -1.0333 0.1950
O 0.1928 0.8698 -0.7744
O -1.8830 -0.4528 0.6922
N 0.0187 -1.8574 -0.2746
N -2.3455 0.3125 -0.3526
C 1.0328 0.2596 -0.1144
C 2.1614 1.0389 0.5006
H 0.3249 -2.7726 -0.0189
H -0.8116 -1.3711 0.1292
H -3.1066 0.8697 0.0169
H 3.1934 0.6309 0.1543
H -1.4311 0.7527 -0.7540
H 2.1869 2.0539 -0.0577
H -2.7667 -0.3864 -1.0253
H 2.1594 1.0858 1.6838
```

As for the multiplicity: 1. The HOMO energy comes out at -8.68 eV. The SMILES is [NH3+][O-].CC(=O)ON. The gap between HOMO and LUMO is 9.49 eV. The LUMO energy comes out at 0.0298 hartree. The largest force on an atom comes out at 2.8 eV Å⁻¹.

***

Entry 6:
Molecular formula: C5H13BBrOP
Method: DFT, ωB97M-V with the def2-TZVPD basis set

```
22
Properties=species:S:1:pos:R:3
Br -3.3573 0.5302 -1.2728
P -2.7958 -1.3989 -0.2382
O -1.5609 -1.9371 -1.1963
C 1.7457 0.5718 -0.7621
C 2.0088 -0.8961 -0.3817
C -0.3718 1.3539 0.4819
C 0.2737 0.9916 -0.8500
C -0.5835 0.2168 1.4955
B -1.7540 -0.8011 1.3294
H -2.0799 -1.3897 2.3165
H -0.2909 0.2512 -1.4142
H 2.2827 1.2519 -0.1013
H 2.4254 -1.4693 -1.2040
H 2.6799 -0.9702 0.4722
H -0.7533 0.6660 2.4809
H -0.6974 -1.8026 -0.7991
H 2.1670 0.7284 -1.7554
H 0.3460 -0.3475 1.6354
H 0.2459 1.9019 -1.4532
H -1.3179 1.8678 0.3339
H 0.2941 2.0816 0.9543
H 1.0935 -1.4003 -0.0717
```

As for the multiplicity: 1. The HOMO energy comes out at -8.74 eV. The SMILES is CCCCCBP(O)Br. The gap between HOMO and LUMO is 7.97 eV. The LUMO energy comes out at -0.0284 hartree. The largest force on an atom comes out at 0.5 eV Å⁻¹.